No. 1
{"formula": "C58H152N12O17", "method": "ωB97M-V/def2-TZVPD", "elements": ["C", "C", "C", "O", "C", "N", "H", "H", "H", "H", "H", "H", "H", "H", "H", "H", "H", "C", "C", "C", "O", "C", "N", "H", "H", "H", "H", "H", "H", "H", "H", "H", "H", "H", "C", "C", "C", "O", "C", "N", "H", "H", "H", "H", "H", "H", "H", "H", "H", "H", "H", "C", "C", "C", "O", "C", "N", "H", "H", "H", "H", "H", "H", "H", "H", "H", "H", "H", "C", "C", "C", "O", "C", "N", "H", "H", "H", "H", "H", "H", "H", "H", "H", "H", "H", "C", "C", "C", "O", "C", "N", "H", "H", "H", "H", "H", "H", "H", "H", "H", "H", "H", "C", "C", "C", "O", "C", "N", "H", "H", "H", "H", "H", "H", "H", "H", "H", "H", "H", "C", "O", "C", "C", "N", "C", "C", "O", "C", "H", "H", "H", "H", "H", "H", "H", "H", "H", "H", "H", "H", "H", "H", "H", "C", "O", "C", "C", "N", "C", "C", "O", "C", "H", "H", "H", "H", "H", "H", "H", "H", "H", "H", "H", "H", "H", "H", "H", "C", "O", "C", "C", "N", "C", "C", "O", "C", "H", "H", "H", "H", "H", "H", "H", "H", "H", "H", "H", "H", "H", "H", "H", "C", "O", "C", "C", "N", "C", "C", "O", "C", "H", "H", "H", "H", "H", "H", "H", "H", "H", "H", "H", "H", "H", "H", "H", "C", "O", "C", "C", "N", "C", "C", "O", "C", "H", "H", "H", "H", "H", "H", "H", "H", "H", "H", "H", "H", "H", "H", "H"], "coordinates": [[9.433, 2.659, 10.602], [9.537, 2.646, 9.025], [9.438, 4.069, 8.384], [8.284, 4.679, 8.892], [8.070, 5.996, 8.295], [10.755, 1.921, 8.664], [9.674, 1.716, 11.093], [8.425, 2.972, 10.875], [10.112, 3.337, 11.118], [8.603, 2.134, 8.794], [9.467, 3.990, 7.298], [10.280, 4.694, 8.680], [7.607, 5.906, 7.313], [8.948, 6.633, 8.179], [7.394, 6.621, 8.879], [11.548, 2.371, 9.099], [10.727, 0.955, 8.955], [-13.776, -2.198, -1.515], [-13.971, -1.772, -2.988], [-14.853, -2.767, -3.736], [-15.289, -2.336, -5.063], [-16.456, -2.932, -5.651], [-14.625, -0.453, -3.014], [-13.059, -1.517, -1.058], [-13.392, -3.216, -1.443], [-14.729, -2.156, -0.987], [-13.013, -1.793, -3.506], [-15.738, -2.799, -3.102], [-14.445, -3.770, -3.858], [-17.306, -2.776, -4.986], [-16.227, -3.991, -5.768], [-16.722, -2.408, -6.569], [-15.073, -0.400, -3.918], [-15.389, -0.438, -2.354], [-5.931, -11.972, 3.269], [-6.846, -11.820, 2.132], [-6.430, -12.458, 0.848], [-5.272, -11.881, 0.332], [-5.550, -10.745, -0.475], [-8.110, -12.410, 2.489], [-5.958, -12.923, 3.802], [-6.076, -11.218, 4.042], [-4.910, -11.846, 2.910], [-6.988, -10.750, 1.981], [-7.262, -12.442, 0.144], [-6.236, -13.529, 0.897], [-4.604, -10.494, -0.956], [-5.782, -9.882, 0.149], [-6.223, -11.016, -1.288], [-8.473, -11.830, 3.232], [-7.943, -13.275, 2.983], [-0.552, -1.322, 6.003], [-1.804, -0.487, 5.963], [-2.663, -0.640, 7.205], [-3.425, -1.866, 7.339], [-4.000, -2.032, 8.587], [-1.355, 0.906, 5.728], [0.134, -1.139, 5.176], [-0.911, -2.351, 5.962], [-0.042, -1.242, 6.963], [-2.482, -0.889, 5.210], [-3.259, 0.263, 7.340], [-1.924, -0.551, 8.001], [-4.312, -3.073, 8.681], [-4.890, -1.409, 8.667], [-3.244, -1.842, 9.349], [-0.540, 0.872, 5.132], [-1.004, 1.325, 6.577], [2.294, 6.915, -3.026], [1.162, 6.821, -4.030], [-0.072, 7.607, -3.590], [-1.153, 7.643, -4.557], [-1.793, 6.396, -4.833], [1.653, 7.166, -5.344], [3.026, 6.160, -3.314], [2.045, 6.699, -1.987], [2.766, 7.897, -3.004], [0.927, 5.759, -4.110], [0.290, 8.630, -3.484], [-0.399, 7.356, -2.581], [-2.107, 5.846, -3.945], [-1.074, 5.813, -5.409], [-2.716, 6.503, -5.401], [0.758, 7.368, -5.765], [2.060, 8.090, -5.325], [10.246, 4.966, -3.089], [11.344, 4.957, -2.043], [10.828, 5.336, -0.599], [10.263, 6.644, -0.629], [9.761, 7.126, 0.566], [11.872, 3.620, -1.954], [10.522, 4.536, -4.052], [9.934, 5.944, -3.456], [9.380, 4.471, -2.650], [12.066, 5.642, -2.489], [11.575, 5.178, 0.179], [9.978, 4.693, -0.373], [9.080, 7.940, 0.319], [10.582, 7.474, 1.193], [9.239, 6.397, 1.185], [11.104, 2.985, -1.787], [12.126, 3.414, -2.909], [3.207, 12.303, 3.600], [2.955, 12.002, 5.063], [2.217, 13.182, 5.806], [2.927, 14.413, 5.901], [2.176, 15.379, 6.749], [2.340, 10.713, 5.170], [2.285, 12.512, 3.056], [3.643, 11.420, 3.132], [3.953, 13.090, 3.495], [3.911, 11.860, 5.566], [1.971, 12.833, 6.809], [1.272, 13.404, 5.310], [2.336, 15.221, 7.815], [1.108, 15.387, 6.531], [2.515, 16.389, 6.520], [1.338, 10.786, 5.073], [2.533, 10.216, 4.312], [10.345, -1.615, -1.000], [11.019, -1.068, 0.084], [11.673, -2.101, 0.833], [12.427, -1.540, 2.119], [13.679, -0.933, 1.757], [14.443, -0.401, 2.907], [15.098, -1.510, 3.740], [16.301, -2.084, 3.233], [16.824, -3.140, 4.001], [9.709, -0.816, -1.382], [9.806, -2.505, -0.676], [11.043, -1.848, -1.804], [12.407, -2.711, 0.305], [10.951, -2.818, 1.224], [12.482, -2.300, 2.898], [11.776, -0.748, 2.491], [13.656, -0.324, 0.951], [13.745, 0.126, 3.558], [15.232, 0.286, 2.602], [14.345, -2.277, 3.922], [15.263, -1.112, 4.742], [16.297, -4.092, 4.062], [16.985, -2.916, 5.056], [17.739, -3.412, 3.476], [-4.590, 8.952, 1.436], [-3.863, 7.981, 2.165], [-4.638, 6.959, 2.746], [-5.091, 5.829, 1.729], [-5.487, 4.635, 2.416], [-5.795, 3.481, 1.451], [-7.089, 3.692, 0.639], [-6.978, 4.602, -0.479], [-7.985, 4.447, -1.488], [-3.987, 9.858, 1.375], [-5.616, 9.053, 1.788], [-4.744, 8.634, 0.405], [-5.564, 7.347, 3.171], [-4.032, 6.613, 3.583], [-4.389, 5.523, 0.953], [-5.952, 6.238, 1.200], [-4.618, 4.341, 2.838], [-5.828, 2.493, 1.911], [-4.960, 3.450, 0.751], [-7.960, 3.905, 1.258], [-7.293, 2.726, 0.178], [-7.807, 5.205, -2.251], [-8.898, 4.812, -1.017], [-8.122, 3.448, -1.903], [-8.765, -5.981, -6.868], [-7.444, -6.516, -6.970], [-6.829, -5.949, -8.125], [-7.357, -6.561, -9.423], [-7.379, -8.046, -9.378], [-7.772, -8.627, -10.672], [-9.136, -8.213, -11.266], [-10.117, -8.063, -10.239], [-11.145, -7.173, -10.573], [-8.738, -4.892, -6.907], [-9.222, -6.196, -5.902], [-9.401, -6.296, -7.695], [-5.787, -6.247, -8.006], [-6.755, -4.862, -8.132], [-6.680, -6.191, -10.192], [-8.348, -6.141, -9.600], [-8.059, -8.369, -8.704], [-7.867, -9.690, -10.453], [-7.005, -8.469, -11.430], [-9.383, -8.961, -12.020], [-9.028, -7.312, -11.869], [-11.628, -7.519, -11.487], [-10.729, -6.172, -10.684], [-11.873, -7.096, -9.765], [-4.098, -3.197, 1.509], [-2.977, -2.446, 1.016], [-2.609, -2.780, -0.353], [-1.934, -1.580, -0.933], [-0.793, -1.204, -0.078], [-0.304, 0.141, -0.462], [1.106, 0.343, -0.057], [1.219, 1.014, 1.219], [2.557, 1.393, 1.521], [-4.924, -3.104, 0.803], [-4.277, -2.875, 2.535], [-3.859, -4.258, 1.580], [-3.462, -3.000, -0.994], [-2.063, -3.723, -0.391], [-2.670, -0.776, -0.949], [-1.566, -1.829, -1.928], [-1.138, -1.276, 0.868], [-0.971, 0.974, -0.244], [-0.415, 0.209, -1.544], [1.586, 0.955, -0.821], [1.700, -0.570, -0.029], [3.215, 0.525, 1.553], [2.666, 2.099, 2.345], [2.873, 1.951, 0.640], [1.512, -2.346, -5.993], [1.215, -3.724, -5.626], [2.265, -4.707, -5.760], [2.245, -5.734, -4.569], [2.554, -5.135, -3.221], [2.462, -6.040, -2.088], [3.515, -7.247, -2.109], [3.159, -8.353, -2.947], [2.327, -9.311, -2.360], [2.385, -1.892, -5.522], [0.645, -1.713, -5.807], [1.607, -2.247, -7.075], [3.234, -4.250, -5.964], [2.098, -5.209, -6.713], [2.990, -6.499, -4.787], [1.323, -6.301, -4.443], [1.868, -4.445, -2.950], [1.463, -6.421, -1.878], [2.621, -5.520, -1.143], [3.694, -7.558, -1.079], [4.483, -6.928, -2.495], [1.691, -9.942, -2.981], [1.640, -8.961, -1.590], [3.003, -10.043, -1.917]], "smiles": "COC[C@H](C)N.COC[C@H](C)N.COC[C@H](C)N.COC[C@H](C)N.COC[C@H](C)N.COC[C@H](C)N.COC[C@H](C)N.COCCNCCOC.COCCNCCOC.COCCNCCOC.COCCNCCOC.COCCNCCOC", "fmax_ev_per_a": 2.802, "de_lowest_kcal_mol": 151.1, "multiplicity": 1, "gap_ev": 8.725, "homo_ev": -8.33}


No. 2
{"formula": "C58H160N14O15", "method": "ωB97M-V/def2-TZVPD", "elements": ["C", "C", "C", "O", "C", "N", "H", "H", "H", "H", "H", "H", "H", "H", "H", "H", "H", "C", "C", "C", "O", "C", "N", "H", "H", "H", "H", "H", "H", "H", "H", "H", "H", "H", "C", "C", "C", "O", "C", "N", "H", "H", "H", "H", "H", "H", "H", "H", "H", "H", "H", "C", "C", "C", "O", "C", "N", "H", "H", "H", "H", "H", "H", "H", "H", "H", "H", "H", "C", "C", "C", "O", "C", "N", "H", "H", "H", "H", "H", "H", "H", "H", "H", "H", "H", "C", "C", "C", "O", "C", "N", "H", "H", "H", "H", "H", "H", "H", "H", "H", "H", "H", "C", "C", "C", "O", "C", "N", "H", "H", "H", "H", "H", "H", "H", "H", "H", "H", "H", "C", "C", "C", "O", "C", "N", "H", "H", "H", "H", "H", "H", "H", "H", "H", "H", "H", "C", "C", "C", "O", "C", "N", "H", "H", "H", "H", "H", "H", "H", "H", "H", "H", "H", "C", "C", "C", "O", "C", "N", "H", "H", "H", "H", "H", "H", "H", "H", "H", "H", "H", "C", "C", "C", "O", "C", "N", "H", "H", "H", "H", "H", "H", "H", "H", "H", "H", "H", "C", "C", "C", "O", "C", "N", "H", "H", "H", "H", "H", "H", "H", "H", "H", "H", "H", "C", "C", "C", "O", "C", "N", "H", "H", "H", "H", "H", "H", "H", "H", "H", "H", "H", "C", "C", "C", "O", "C", "N", "H", "H", "H", "H", "H", "H", "H", "H", "H", "H", "H", "C", "C", "O", "H", "H", "H", "H", "H", "H"], "coordinates": [[6.720, -8.586, -4.343], [6.474, -8.644, -2.790], [6.011, -10.021, -2.365], [4.674, -10.344, -2.879], [4.407, -11.719, -2.730], [7.747, -8.183, -2.237], [7.512, -9.279, -4.629], [7.102, -7.626, -4.690], [5.871, -8.947, -4.924], [5.622, -8.042, -2.475], [6.035, -9.912, -1.281], [6.771, -10.762, -2.610], [4.317, -11.965, -1.672], [5.151, -12.363, -3.199], [3.446, -12.024, -3.144], [7.632, -7.794, -1.312], [8.103, -7.408, -2.776], [-8.587, 1.161, -2.410], [-8.589, -0.373, -2.426], [-9.989, -1.019, -2.068], [-9.889, -2.416, -2.010], [-11.155, -2.961, -1.567], [-8.085, -0.726, -3.735], [-8.788, 1.506, -1.396], [-9.323, 1.540, -3.120], [-7.585, 1.553, -2.589], [-7.785, -0.693, -1.764], [-10.657, -0.729, -2.880], [-10.259, -0.597, -1.100], [-11.031, -2.826, -0.493], [-11.142, -4.020, -1.825], [-12.084, -2.455, -1.832], [-7.100, -0.550, -3.876], [-8.128, -1.730, -3.842], [-0.303, -10.283, 3.529], [0.123, -10.983, 2.309], [-1.108, -11.806, 1.731], [-1.176, -13.027, 2.486], [-2.370, -13.749, 2.186], [0.538, -9.913, 1.345], [-1.083, -9.551, 3.323], [0.585, -9.733, 3.841], [-0.574, -10.983, 4.320], [0.945, -11.679, 2.474], [-0.871, -12.045, 0.695], [-2.061, -11.277, 1.764], [-3.263, -13.200, 2.485], [-2.342, -14.746, 2.626], [-2.605, -13.887, 1.131], [0.937, -10.430, 0.575], [1.378, -9.476, 1.697], [2.896, 1.425, 5.296], [2.178, 2.572, 5.958], [2.507, 3.975, 5.419], [3.913, 4.212, 5.581], [4.283, 5.551, 5.501], [0.733, 2.364, 5.788], [3.971, 1.528, 5.442], [2.748, 1.574, 4.226], [2.598, 0.425, 5.608], [2.349, 2.476, 7.030], [1.891, 4.719, 5.925], [2.290, 4.227, 4.381], [3.590, 6.105, 6.133], [4.180, 5.844, 4.456], [5.329, 5.723, 5.757], [0.530, 1.495, 6.261], [0.656, 2.141, 4.806], [3.657, 12.337, -5.065], [3.536, 10.979, -4.442], [2.741, 9.931, -5.324], [2.633, 8.784, -4.490], [2.129, 7.621, -5.123], [4.851, 10.478, -4.173], [2.714, 12.828, -5.306], [4.145, 12.263, -6.037], [4.310, 13.039, -4.547], [3.044, 11.063, -3.473], [3.326, 9.751, -6.226], [1.750, 10.309, -5.574], [1.043, 7.564, -5.197], [2.382, 6.806, -4.445], [2.743, 7.474, -6.011], [5.251, 10.207, -5.060], [4.604, 9.579, -3.783], [-1.380, 13.075, 7.940], [-2.048, 12.679, 6.591], [-1.244, 11.574, 5.860], [-1.654, 11.593, 4.535], [-0.794, 10.722, 3.775], [-3.371, 12.185, 6.932], [-1.888, 13.904, 8.434], [-0.329, 13.358, 7.904], [-1.374, 12.229, 8.627], [-2.095, 13.584, 5.985], [-1.404, 10.662, 6.434], [-0.215, 11.769, 6.164], [0.244, 11.053, 3.811], [-1.177, 10.759, 2.755], [-0.921, 9.716, 4.174], [-3.180, 11.311, 7.401], [-3.947, 11.919, 6.146], [-7.625, 4.855, 6.287], [-6.239, 4.713, 5.777], [-5.785, 5.969, 4.939], [-6.512, 6.002, 3.724], [-6.372, 7.293, 2.943], [-5.244, 4.503, 6.801], [-7.627, 5.468, 7.189], [-7.954, 3.829, 6.449], [-8.258, 5.306, 5.523], [-6.289, 3.901, 5.052], [-4.756, 5.933, 4.582], [-5.817, 6.879, 5.538], [-6.859, 7.353, 1.970], [-5.320, 7.456, 2.706], [-6.703, 8.078, 3.623], [-5.337, 3.688, 7.390], [-4.381, 4.352, 6.297], [11.317, -8.831, 5.376], [10.277, -8.483, 4.273], [10.282, -6.900, 3.950], [9.010, -6.505, 3.420], [8.021, -6.318, 4.431], [10.629, -9.212, 3.084], [11.308, -9.919, 5.436], [11.061, -8.367, 6.329], [12.337, -8.529, 5.139], [9.282, -8.857, 4.513], [11.068, -6.713, 3.218], [10.530, -6.279, 4.811], [8.188, -6.707, 5.436], [7.109, -6.809, 4.091], [7.792, -5.258, 4.540], [11.603, -8.970, 2.966], [10.177, -8.748, 2.310], [10.820, 4.985, -2.996], [10.157, 6.137, -2.223], [9.161, 5.690, -1.169], [7.936, 5.222, -1.792], [6.941, 4.791, -0.841], [11.294, 6.896, -1.653], [11.493, 4.482, -2.301], [11.405, 5.208, -3.888], [10.120, 4.199, -3.278], [9.687, 6.813, -2.937], [8.898, 6.532, -0.529], [9.517, 4.846, -0.577], [6.129, 4.272, -1.351], [6.519, 5.687, -0.387], [7.231, 4.105, -0.045], [10.921, 7.725, -1.212], [11.885, 7.217, -2.406], [0.585, -2.141, 0.085], [-0.745, -1.899, 0.868], [-1.691, -0.745, 0.412], [-1.089, 0.539, 0.647], [-1.788, 1.673, 0.145], [-1.482, -3.108, 0.798], [0.412, -2.339, -0.973], [1.292, -2.900, 0.420], [1.186, -1.235, 0.010], [-0.443, -1.736, 1.902], [-2.576, -0.847, 1.041], [-2.046, -0.853, -0.613], [-2.683, 1.859, 0.739], [-2.038, 1.547, -0.909], [-1.239, 2.612, 0.212], [-0.883, -3.920, 0.846], [-2.131, -3.076, 1.571], [-2.037, 12.310, -9.350], [-3.289, 12.720, -8.480], [-3.334, 11.940, -7.071], [-3.322, 10.481, -7.145], [-3.697, 9.707, -6.024], [-3.277, 14.164, -8.250], [-1.963, 11.256, -9.617], [-1.184, 12.447, -8.685], [-1.814, 12.944, -10.209], [-4.154, 12.449, -9.085], [-4.174, 12.254, -6.451], [-2.484, 12.259, -6.469], [-4.706, 9.943, -5.685], [-3.073, 9.882, -5.147], [-3.791, 8.659, -6.306], [-3.115, 14.604, -9.144], [-2.400, 14.296, -7.766], [-4.537, -7.523, -5.293], [-3.235, -8.201, -4.889], [-2.601, -9.026, -6.058], [-3.341, -10.194, -6.541], [-3.553, -11.173, -5.542], [-2.259, -7.198, -4.482], [-5.268, -8.303, -5.500], [-4.340, -6.933, -6.188], [-4.962, -6.843, -4.554], [-3.365, -8.861, -4.031], [-1.586, -9.387, -5.892], [-2.610, -8.360, -6.921], [-3.975, -10.889, -4.577], [-2.544, -11.548, -5.374], [-4.210, -11.946, -5.940], [-1.407, -7.551, -4.069], [-2.594, -6.541, -3.792], [-0.959, -1.393, -8.120], [-0.124, -0.890, -6.976], [1.311, -0.559, -7.396], [2.068, 0.089, -6.360], [3.420, -0.317, -6.227], [-0.684, 0.232, -6.276], [-0.837, -0.753, -8.994], [-2.004, -1.429, -7.811], [-0.626, -2.370, -8.471], [0.004, -1.641, -6.197], [1.158, 0.239, -8.122], [1.814, -1.420, -7.835], [4.110, -0.013, -7.014], [3.447, -1.402, -6.134], [3.871, 0.091, -5.322], [0.003, 0.573, -5.620], [-0.737, 0.988, -6.942], [-8.504, -7.107, 3.151], [-7.589, -5.894, 3.052], [-6.472, -5.817, 4.103], [-5.657, -4.673, 4.047], [-6.359, -3.472, 4.365], [-6.949, -5.855, 1.736], [-9.120, -7.062, 4.049], [-8.012, -8.079, 3.108], [-9.172, -7.162, 2.292], [-8.312, -5.088, 3.176], [-5.864, -6.712, 3.967], [-6.890, -5.792, 5.109], [-5.730, -2.582, 4.339], [-6.736, -3.499, 5.387], [-7.240, -3.336, 3.737], [-7.504, -5.368, 1.047], [-6.056, -5.385, 1.687], [-0.409, -5.120, 8.713], [0.871, -4.827, 9.538], [1.947, -5.435, 8.788], [-0.455, -4.483, 7.830], [-1.327, -4.783, 9.195], [-0.597, -6.163, 8.456], [0.725, -5.215, 10.546], [1.074, -3.758, 9.593], [2.745, -5.349, 9.315]], "fmax_ev_per_a": 3.013, "de_lowest_kcal_mol": 111.3, "multiplicity": 1, "gap_ev": 9.215, "homo_ev": -9.00}